Record 1
# C36H64AuN6O4PS3Si

A molecular structure, C36H64AuN6O4PS3Si (ωB97M-V/def2-TZVPD, OMol25).

Output
Frontier orbital gap (spin up / spin down) ... 8.29 / 6.23 eV
Total charge ... 0
Spin multiplicity ... 3

XYZ file:
```
116
Properties=species:S:1:pos:R:3:mulliken_spin:R:1
Au 0.8065 -0.1334 0.9220 -0.29
C -0.6190 -7.5022 0.4214 0.00
C -0.7527 -6.0591 0.0202 0.00
C 0.0796 -5.5015 -0.9417 0.00
C -0.0456 -4.1687 -1.3121 0.00
C -1.0203 -3.3876 -0.7169 0.00
C -1.8670 -3.9252 0.2450 0.00
C -1.7272 -5.2513 0.6082 0.00
S -1.1828 -1.6824 -1.1655 0.03
O 0.0238 -1.3544 -1.8951 0.01
O -2.4452 -1.5227 -1.8437 0.01
N -1.1377 -0.8606 0.2054 0.05
C -2.2139 -0.3808 0.9378 -0.01
C -3.5655 -0.6734 0.7081 0.00
C -4.5101 -0.1277 1.5514 0.00
C -4.1180 0.6938 2.6016 0.00
C -2.7662 0.9312 2.7465 0.00
N -1.8350 0.4181 1.9447 0.01
H 0.3149 -7.9284 0.0576 0.00
H -1.4397 -8.0953 0.0128 0.00
H -0.6455 -7.6118 1.5063 0.00
H 0.8465 -6.1127 -1.4026 0.00
H 0.6137 -3.7257 -2.0458 0.00
H -2.6192 -3.3048 0.7177 0.00
H -2.3785 -5.6688 1.3674 0.00
H -3.8540 -1.2722 -0.1416 0.00
H -5.5589 -0.3354 1.3796 0.00
H -4.8342 1.1425 3.2748 0.00
H -2.4000 1.5789 3.5369 0.00
C 3.7045 -1.9237 0.5951 0.07
C 3.7463 -1.3771 2.0329 0.03
C 4.5921 -2.3270 2.8932 0.02
C 4.4753 -0.0284 1.9507 0.04
Si 1.9575 -1.1356 2.7384 0.77
C 1.8770 0.1669 4.1623 0.01
C 2.9367 -0.1056 5.2408 0.03
C 0.4955 0.1557 4.8313 0.02
C 2.0690 1.5924 3.6208 0.08
C 1.0913 -2.7929 3.2082 0.04
C 1.5995 -3.3507 4.5460 0.02
C -0.4330 -2.6189 3.3004 0.02
C 1.3338 -3.8502 2.1223 0.04
H 4.7283 -1.9918 0.2096 0.00
H 3.1417 -1.2634 -0.0709 -0.01
H 3.2602 -2.9132 0.5257 0.01
H 5.6075 -2.3780 2.4836 0.01
H 4.1945 -3.3420 2.8974 0.00
H 4.6731 -1.9927 3.9288 -0.01
H 5.4448 -0.1748 1.4621 0.00
H 4.6666 0.4137 2.9278 0.00
H 3.9095 0.6943 1.3550 0.01
H 2.8545 -1.1107 5.6583 -0.01
H 2.8001 0.6037 6.0649 0.01
H 3.9546 0.0215 4.8707 0.00
H 0.3036 -0.7647 5.3823 0.00
H -0.3030 0.2964 4.1000 0.00
H 0.4466 0.9808 5.5510 0.00
H 3.0075 1.7303 3.0871 0.01
H 2.0569 2.2997 4.4579 0.00
H 1.2496 1.8626 2.9494 -0.03
H 1.3548 -2.7014 5.3872 0.00
H 2.6786 -3.5142 4.5489 0.00
H 1.1209 -4.3185 4.7340 0.00
H -0.7408 -1.9327 4.0865 0.00
H -0.8829 -3.5952 3.5166 0.00
H -0.8504 -2.2644 2.3581 0.00
H 2.3752 -4.1685 2.0707 0.00
H 1.0269 -3.4972 1.1353 -0.01
H 0.7321 -4.7377 2.3480 0.00
C -1.8165 0.5709 -4.4580 -0.01
C -3.0773 1.2255 -4.9788 0.00
C -4.3324 0.4338 -4.6789 0.00
O -3.1203 2.6032 -4.4751 -0.02
P -3.6558 3.1567 -3.0978 -0.02
S -5.6284 3.3100 -2.9819 0.56
S -3.4225 2.0487 -1.4966 0.47
O -2.8793 4.5248 -2.9739 0.00
C -2.6079 5.4987 -4.0190 -0.01
C -3.8112 5.7379 -4.9089 0.03
C -1.3615 5.1055 -4.7859 0.00
H -1.6863 -0.4057 -4.9268 0.00
H -1.8849 0.4128 -3.3821 0.02
H -0.9473 1.1886 -4.6860 0.00
H -2.9983 1.3835 -6.0553 0.00
H -4.4255 0.2303 -3.6131 0.00
H -4.2607 -0.5231 -5.1982 0.00
H -5.2232 0.9552 -5.0255 0.00
H -2.4033 6.4021 -3.4426 0.00
H -4.0407 4.8546 -5.5068 -0.01
H -3.5903 6.5612 -5.5898 0.00
H -4.6877 6.0002 -4.3180 -0.01
H -1.5438 4.2322 -5.4102 0.00
H -0.5531 4.8718 -4.0937 0.00
H -1.0552 5.9374 -5.4223 0.00
C 1.7329 2.9157 0.1659 0.01
N 1.9273 4.0067 -0.7781 0.00
C 2.9602 3.6044 -1.7380 0.00
N 2.5966 2.3869 -2.4669 0.00
C 2.3888 1.3145 -1.5034 0.02
N 1.3390 1.6653 -0.5179 0.01
C 0.0807 1.9335 -1.2752 0.07
N 0.2598 3.0112 -2.2360 0.01
C 0.6741 4.2130 -1.5138 0.00
C 1.3273 2.6293 -3.1616 0.00
H 0.9483 3.1811 0.8770 0.00
H 2.6606 2.7360 0.7138 0.00
H 3.8958 3.4320 -1.2016 0.00
H 3.1113 4.4141 -2.4541 0.00
H 3.3204 1.1215 -0.9668 0.01
H 2.0746 0.4049 -2.0183 -0.01
H -0.7006 2.1979 -0.5602 -0.06
H -0.1998 1.0192 -1.7937 -0.04
H -0.1145 4.4938 -0.8131 0.00
H 0.8193 5.0293 -2.2247 0.00
H 1.4717 3.4289 -3.8918 0.00
H 1.0343 1.7180 -3.6854 0.00
```

---

Record 2
# C5H14

2 unconnected molecules or ions with the total composition C5H14 (ωB97M-V/def2-TZVPD, OMol25).

Output
Frontier orbital gap ... 12.46 eV
Energy above the lowest of the compared OMol25 structures with the same formula, charge and spin ... 18.7 kcal/mol
Total charge ... 0
Spin multiplicity ... 1

XYZ file:
```
19
Properties=species:S:1:pos:R:3:nbo_charge:R:1
C -1.2809 -2.4021 -1.8200 -0.61
C -1.2208 -0.8363 -1.7157 -0.62
H -0.5663 -2.9079 -1.1789 0.21
H -2.2792 -2.6937 -1.4835 0.20
H -1.2774 -2.5169 -2.8972 0.21
H -0.4221 -0.3100 -2.2597 0.21
H -1.9473 -0.5055 -2.4811 0.20
H -1.4564 -0.4943 -0.7236 0.20
C 1.3154 1.1655 0.7656 -0.40
C 0.5701 2.3286 1.4083 -0.61
C 0.8400 -0.1497 1.4737 -0.60
H 0.9907 1.1356 -0.2793 0.20
H 2.4023 1.1670 0.8411 0.20
H 0.5156 2.1729 2.4910 0.20
H 1.5430 -0.9738 1.3726 0.21
H 0.7515 0.1100 2.5319 0.20
H -0.1311 -0.4750 1.1137 0.20
H 0.8849 3.3471 1.1713 0.21
H -0.4930 2.3875 1.1334 0.20
```

---

Record 3
# C5H3NO

C5H3NO in the gas phase (ωB97M-V/def2-TZVPD, OMol25).

Output
Frontier orbital gap ... 10.46 eV
Energy above the lowest of the compared OMol25 structures with the same formula, charge and spin ... 0.0 kcal/mol
Total charge ... 0
Spin multiplicity ... 1

XYZ file:
```
10
Properties=species:S:1:pos:R:3:nbo_charge:R:1
N 3.1566 -0.4800 0.2608 -0.30
C 2.0233 -0.2585 0.1735 0.28
C 0.6251 -0.0033 0.0582 -0.27
C 0.0379 1.2158 -0.0932 0.16
O -1.2953 1.0797 -0.1819 -0.39
C -1.5757 -0.2488 -0.0935 0.09
C -0.4408 -0.9684 0.0547 -0.27
H 0.4351 2.2163 -0.1641 0.22
H -2.6212 -0.5115 -0.1591 0.22
H -0.3450 -2.0413 0.1446 0.24
```

---

no.,largest force on an atom (eV/A),energy (a.u.)
1,0.126,-4000.812981
2,2.175,-198.859291
3,1.117,-322.291793